Run i
{
  "formula": "C30H50ClN5PRuSSi",
  "method": "ωB97M-V with the def2-TZVPD basis set",
  "mol_weight_g_mol": 708.415,
  "homo_ev": [-7.03, -7.76],
  "multiplicity": 6,
  "s_squared": 8.7682,
  "lumo_energy_ha": [0.0165, -0.0357],
  "species": ["Ru", "C", "C", "C", "P", "C", "C", "C", "C", "C", "C", "C", "C", "C", "C", "N", "C", "C", "C", "C", "C", "C", "C", "C", "C", "H", "H", "H", "H", "H", "H", "H", "H", "H", "H", "H", "H", "H", "H", "H", "H", "H", "H", "H", "H", "H", "H", "H", "H", "H", "H", "H", "H", "H", "H", "H", "C", "C", "N", "N", "C", "S", "N", "N", "H", "H", "H", "H", "H", "H", "C", "Si", "C", "C", "C", "H", "H", "H", "H", "H", "H", "H", "H", "H", "H", "H", "Cl", "C", "H", "H"],
  "positions_angstrom": [[-0.95, 0.14, 0.76], [3.38, 3.46, -0.48], [3.53, 2.06, 0.13], [3.47, 2.13, 1.66], [2.21, 0.92, -0.43], [2.15, 0.76, -2.26], [3.40, 0.09, -2.84], [1.83, 2.05, -3.02], [2.65, -0.72, 0.17], [4.01, -1.06, 0.08], [4.51, -2.32, 0.36], [5.98, -2.64, 0.26], [3.58, -3.30, 0.72], [2.24, -3.00, 0.82], [1.72, -1.71, 0.56], [0.37, -1.50, 0.71], [-0.50, -2.63, 0.72], [-0.96, -3.15, -0.50], [-0.44, -2.60, -1.79], [-1.89, -4.17, -0.48], [-2.39, -4.70, 0.71], [-3.45, -5.76, 0.70], [-1.89, -4.19, 1.90], [-0.94, -3.18, 1.93], [-0.34, -2.75, 3.25], [4.11, 4.12, -0.01], [2.39, 3.87, -0.30], [3.58, 3.45, -1.55], [4.49, 1.64, -0.16], [2.62, 2.73, 1.99], [4.38, 2.62, 2.03], [3.41, 1.14, 2.12], [1.30, 0.07, -2.37], [4.29, 0.69, -2.65], [3.28, 0.01, -3.92], [3.56, -0.91, -2.44], [2.74, 2.60, -3.25], [1.17, 2.73, -2.48], [1.34, 1.80, -3.96], [4.72, -0.32, -0.24], [6.54, -1.78, -0.11], [6.16, -3.48, -0.41], [6.39, -2.90, 1.24], [3.92, -4.30, 0.94], [1.55, -3.79, 1.10], [-0.48, -1.52, -1.79], [-1.01, -2.98, -2.64], [0.61, -2.88, -1.94], [-2.26, -4.57, -1.43], [-3.32, -6.45, -0.14], [-4.44, -5.32, 0.61], [-3.43, -6.35, 1.62], [-2.24, -4.61, 2.84], [-1.10, -2.70, 4.03], [0.15, -1.79, 3.17], [0.41, -3.48, 3.57], [-3.09, 5.30, 2.11], [-2.77, 4.10, 2.91], [-2.89, 3.95, 4.19], [-2.43, 2.68, 4.43], [-2.03, 2.04, 3.33], [-1.36, 0.49, 3.25], [-2.27, 2.94, 2.34], [-1.93, 2.73, 1.01], [-3.41, 6.09, 2.78], [-3.89, 5.09, 1.40], [-2.21, 5.61, 1.54], [-2.39, 2.32, 5.36], [-2.76, 2.81, 0.44], [-1.23, 3.47, 0.74], [-3.92, 2.29, -1.73], [-3.20, 0.56, -1.93], [-4.44, -0.52, -2.83], [-1.71, 0.75, -3.06], [-2.83, -0.18, -0.26], [-4.49, 2.57, -2.62], [-3.14, 3.05, -1.61], [-4.60, 2.36, -0.87], [-4.64, -0.14, -3.84], [-5.39, -0.58, -2.30], [-4.04, -1.53, -2.92], [-1.97, 1.41, -3.89], [-1.39, -0.20, -3.48], [-0.87, 1.19, -2.53], [-3.01, -1.26, -0.29], [-3.58, 0.24, 0.43], [0.02, 4.92, 0.28], [0.66, 1.51, 0.10], [0.81, 2.08, 1.03], [0.29, 2.25, -0.61]]
}

Run ii
{
  "formula": "C30H50ClN5PRuSSi",
  "method": "ωB97M-V with the def2-TZVPD basis set",
  "mol_weight_g_mol": 708.415,
  "homo_ev": [-6.56, -6.84],
  "multiplicity": 6,
  "s_squared": 8.7669,
  "lumo_energy_ha": [0.0178, -0.0337],
  "species": ["Ru", "C", "C", "C", "P", "C", "C", "C", "C", "C", "C", "C", "C", "C", "C", "N", "C", "C", "C", "C", "C", "C", "C", "C", "C", "H", "H", "H", "H", "H", "H", "H", "H", "H", "H", "H", "H", "H", "H", "H", "H", "H", "H", "H", "H", "H", "H", "H", "H", "H", "H", "H", "H", "H", "H", "H", "C", "C", "N", "N", "C", "S", "N", "N", "H", "H", "H", "H", "H", "H", "C", "Si", "C", "C", "C", "H", "H", "H", "H", "H", "H", "H", "H", "H", "H", "H", "Cl", "C", "H", "H"],
  "positions_angstrom": [[0.04, -0.12, 0.14], [-4.34, -2.59, -0.87], [-3.15, -1.99, -0.12], [-2.73, -2.89, 1.04], [-1.64, -1.55, -1.13], [-2.29, -1.27, -2.84], [-1.10, -1.18, -3.81], [-3.13, 0.00, -2.90], [-0.75, -3.11, -1.27], [-1.32, -4.25, -1.86], [-0.68, -5.46, -1.92], [-1.32, -6.69, -2.53], [0.61, -5.52, -1.37], [1.21, -4.41, -0.80], [0.55, -3.16, -0.74], [1.16, -2.04, -0.18], [2.57, -1.91, -0.19], [3.31, -1.92, -1.39], [2.64, -2.09, -2.73], [4.68, -1.66, -1.34], [5.36, -1.40, -0.16], [6.83, -1.05, -0.15], [4.61, -1.39, 1.01], [3.24, -1.63, 1.02], [2.47, -1.58, 2.32], [-5.14, -2.76, -0.15], [-4.09, -3.55, -1.32], [-4.74, -1.93, -1.65], [-3.47, -1.03, 0.30], [-2.60, -3.92, 0.69], [-3.49, -2.89, 1.82], [-1.78, -2.58, 1.48], [-2.90, -2.13, -3.10], [-0.42, -0.38, -3.50], [-1.46, -0.95, -4.81], [-0.54, -2.11, -3.85], [-2.53, 0.87, -2.65], [-3.99, -0.02, -2.22], [-3.52, 0.15, -3.92], [-2.32, -4.17, -2.30], [-2.32, -6.46, -2.92], [-1.43, -7.49, -1.79], [-0.72, -7.09, -3.35], [1.15, -6.46, -1.39], [2.20, -4.49, -0.37], [1.68, -1.56, -2.75], [2.43, -3.14, -2.95], [3.28, -1.69, -3.52], [5.24, -1.65, -2.28], [7.37, -1.59, -0.93], [7.29, -1.29, 0.81], [6.97, 0.02, -0.33], [5.11, -1.20, 1.96], [3.11, -1.21, 3.13], [2.09, -2.56, 2.60], [1.60, -0.93, 2.25], [0.27, 4.80, 3.53], [-0.41, 4.51, 2.24], [-1.36, 5.19, 1.72], [-1.68, 4.49, 0.58], [-0.97, 3.38, 0.38], [-1.16, 2.28, -0.89], [-0.13, 3.40, 1.45], [0.84, 2.44, 1.69], [-0.13, 5.73, 3.92], [1.35, 4.88, 3.40], [0.06, 4.00, 4.24], [-2.42, 4.80, -0.01], [1.68, 2.66, 1.18], [0.98, 2.35, 2.68], [4.37, 2.70, -0.65], [2.92, 2.31, -1.78], [1.96, 3.90, -2.02], [3.55, 1.73, -3.43], [1.91, 0.95, -1.04], [5.13, 3.25, -1.21], [4.83, 1.78, -0.26], [4.07, 3.32, 0.20], [2.54, 4.62, -2.61], [1.72, 4.38, -1.06], [1.01, 3.71, -2.54], [4.20, 2.48, -3.91], [2.71, 1.52, -4.11], [4.12, 0.80, -3.31], [1.38, 0.36, -1.81], [2.48, 0.32, -0.34], [-0.85, 1.06, 3.47], [-1.08, -0.11, 2.10], [-2.11, 0.04, 1.78], [-1.02, -1.08, 2.56]]
}

In terms of stability, run i leads; the second structure lies 53.6 kcal/mol higher.

Run i
{
  "formula": "C2H5BrN2O",
  "method": "ωB97M-V with the def2-TZVPD basis set",
  "mol_weight_g_mol": 152.979,
  "homo_ev": -9.52,
  "smiles": "CC(=O)N(N)Br",
  "multiplicity": 1,
  "lumo_energy_ha": 0.0040,
  "species": ["C", "C", "N", "N", "O", "Br", "H", "H", "H", "H", "H"],
  "positions_angstrom": [[0.02, 0.95, 0.45], [1.07, 0.78, -0.56], [-0.37, -1.47, -0.22], [-0.79, -0.21, 0.44], [-0.32, 1.90, 1.11], [-2.44, -0.15, 1.40], [0.76, 1.01, -1.60], [1.99, 1.41, -0.24], [1.32, -0.21, -0.47], [-1.09, -1.81, -0.84], [-0.16, -2.19, 0.52]]
}

Run ii
{
  "formula": "C2H5BrN2O",
  "method": "ωB97M-V with the def2-TZVPD basis set",
  "mol_weight_g_mol": 152.979,
  "homo_ev": -9.33,
  "smiles": "CN(Br)C(N)=O",
  "multiplicity": 1,
  "lumo_energy_ha": 0.0037,
  "species": ["C", "C", "N", "N", "O", "Br", "H", "H", "H", "H", "H"],
  "positions_angstrom": [[-0.34, -0.74, 0.29], [-0.11, 1.74, -0.08], [0.14, -2.00, 0.16], [0.42, 0.37, 0.01], [-1.46, -0.56, 0.80], [2.18, 0.13, -0.63], [-0.52, 2.12, 0.84], [0.57, 2.42, -0.59], [-0.99, 1.70, -0.74], [0.65, -2.49, -0.54], [-0.54, -2.69, 0.48]]
}

In terms of stability, run ii leads; the second structure lies 30.9 kcal/mol higher.

Run i
{
  "formula": "C6H6N4O",
  "method": "ωB97M-V with the def2-TZVPD basis set",
  "mol_weight_g_mol": 150.141,
  "homo_ev": -8.47,
  "smiles": "Cc1cc(=O)n2nc[nH]c2n1",
  "multiplicity": 1,
  "lumo_energy_ha": 0.0175,
  "species": ["O", "N", "N", "C", "C", "C", "C", "C", "N", "N", "C", "H", "H", "H", "H", "H", "H"],
  "positions_angstrom": [[2.14, 1.64, 1.28], [2.10, 0.73, -1.70], [-0.88, -0.63, -0.30], [1.24, 0.99, 0.73], [1.56, 0.12, -2.73], [0.14, -0.23, -1.06], [0.14, 0.52, 1.55], [-0.88, -0.22, 1.04], [0.36, -0.48, -2.37], [1.21, 0.55, -0.62], [-2.02, -0.65, 1.92], [2.00, 0.04, -3.73], [0.17, 0.85, 2.59], [-0.30, -0.97, -2.96], [-2.96, -0.23, 1.51], [-2.15, -1.73, 1.89], [-1.87, -0.30, 2.95]]
}

Run ii
{
  "formula": "C6H6N4O",
  "method": "ωB97M-V with the def2-TZVPD basis set",
  "mol_weight_g_mol": 150.141,
  "homo_ev": -8.76,
  "smiles": "Cn1ncc2c(=O)nc[nH]c21",
  "multiplicity": 1,
  "lumo_energy_ha": 0.0072,
  "species": ["C", "C", "C", "C", "C", "C", "H", "H", "H", "H", "H", "H", "N", "N", "N", "N", "O"],
  "positions_angstrom": [[1.92, -1.44, -1.99], [0.66, 1.49, -0.78], [-0.06, 0.75, 0.11], [0.33, -0.54, -0.20], [-1.17, -1.24, 1.54], [-1.04, 1.10, 1.24], [2.04, -2.51, -1.57], [1.88, -1.54, -2.96], [2.96, -0.95, -1.64], [0.74, 2.46, -1.17], [-0.18, -2.74, 0.61], [-1.63, -2.02, 1.87], [0.82, -0.56, -1.47], [1.28, 0.65, -1.66], [-0.27, -1.60, 0.44], [-1.57, -0.06, 1.78], [-1.44, 2.20, 1.45]]
}

In terms of stability, run i leads; the second structure lies 77.5 kcal/mol higher.